No. 1
This record from the OMol25 dataset describes 5 unconnected molecules or ions with the total composition C29H82FN2O7PSi8. The level of theory is wB97M-V/def2-TZVPD.

Computed properties:
HOMO energy (eV): -9.5
Orbital gap (eV): 9.886
Energy (a.u.): -4548.15368
SMILES: N=[PH2][C@@]1(CCF)OC(=O)O[C@H]1N.C[Si](C)(C)O[Si](C)(C)C.C[Si](C)(C)O[Si](C)(C)C.C[Si](C)(C)O[Si](C)(C)C.C[Si](C)(C)O[Si](C)(C)C

```
! RIJCOSX wB97M-V def2-TZVPD def2/J DEFGRID3
* xyz 0 1
N -0.3901 -5.8702 -3.8883
P -1.3978 -7.0306 -4.1698
C -2.5924 -7.2637 -2.7895
C -3.2872 -5.9260 -2.5017
C -4.2095 -5.3735 -3.5844
F -5.0814 -6.3418 -4.0872
O -3.4928 -8.3373 -3.1037
C -3.8473 -8.9383 -1.9306
O -4.6684 -9.8015 -1.8412
O -3.1558 -8.3853 -0.8996
C -1.9656 -7.7941 -1.4893
N -0.9309 -8.7719 -1.6792
H 0.5687 -6.2000 -3.8761
H -2.2699 -6.8147 -5.2486
H -0.8796 -8.3167 -4.3868
H -3.8178 -5.9914 -1.5461
H -2.4833 -5.1865 -2.3768
H -3.6434 -4.9552 -4.4246
H -4.8186 -4.5685 -3.1566
H -1.6068 -7.0185 -0.8152
H -0.9284 -9.4342 -0.9117
H -1.0306 -9.2798 -2.5469
C 0.3804 -4.2980 -0.4018
Si 1.8919 -5.2026 0.2238
C 1.4025 -6.2853 1.6698
C 2.5646 -6.2773 -1.1410
O 3.0463 -4.1252 0.6890
Si 3.2821 -2.8907 1.7517
C 5.0101 -2.2238 1.5389
C 3.0689 -3.5016 3.5063
C 2.0541 -1.5178 1.4251
H -0.1070 -3.7324 0.3956
H -0.3399 -5.0119 -0.8081
H 0.6428 -3.6034 -1.2019
H 2.2753 -6.7700 2.1120
H 0.7138 -7.0670 1.3399
H 0.9053 -5.7080 2.4521
H 3.4445 -6.8346 -0.8132
H 2.8446 -5.6816 -2.0122
H 1.8002 -6.9959 -1.4490
H 5.7611 -2.9918 1.7333
H 5.1759 -1.4018 2.2391
H 5.1691 -1.8450 0.5269
H 2.0407 -3.8154 3.6979
H 3.3147 -2.7083 4.2154
H 3.7235 -4.3519 3.7085
H 1.0314 -1.8400 1.6315
H 2.1036 -1.1914 0.3839
H 2.2719 -0.6581 2.0631
C 6.7900 4.7538 -1.0306
Si 6.4889 3.3669 0.1870
C 7.2395 1.7883 -0.4782
C 7.2976 3.7965 1.8113
O 4.8697 3.1555 0.4132
Si 3.5293 2.7744 -0.4683
C 2.0283 2.7226 0.6373
C 3.7444 1.0922 -1.2563
C 3.2546 4.0519 -1.8059
H 6.4130 4.5024 -2.0237
H 7.8601 4.9542 -1.1181
H 6.2977 5.6732 -0.7064
H 7.0126 0.9404 0.1719
H 8.3256 1.8832 -0.5446
H 6.8624 1.5577 -1.4763
H 7.1496 3.0075 2.5517
H 6.9016 4.7272 2.2215
H 8.3720 3.9238 1.6631
H 2.1400 1.9788 1.4290
H 1.1503 2.4558 0.0450
H 1.8359 3.6893 1.1034
H 4.5502 1.0961 -1.9929
H 2.8255 0.7911 -1.7644
H 3.9790 0.3384 -0.5011
H 4.0627 4.0411 -2.5399
H 3.1978 5.0566 -1.3815
H 2.3193 3.8516 -2.3330
C 3.0372 4.4065 5.6510
Si 3.2736 5.9489 4.6194
C 4.6015 7.0108 5.3997
C 3.7980 5.4636 2.9007
O 1.8594 6.7889 4.5255
Si 0.7574 7.5411 5.4895
C -0.5879 8.2556 4.4158
C 1.5792 8.9184 6.4515
C 0.0088 6.3137 6.6860
H 2.8164 4.6505 6.6923
H 3.9447 3.7991 5.6327
H 2.2151 3.7997 5.2654
H 4.7093 7.9587 4.8684
H 5.5634 6.4942 5.3697
H 4.3737 7.2338 6.4441
H 3.9530 6.3447 2.2736
H 3.0513 4.8316 2.4223
H 4.7329 4.9024 2.9367
H -0.1878 8.9855 3.7097
H -1.3299 8.7586 5.0396
H -1.0970 7.4767 3.8451
H 2.3157 8.5283 7.1570
H 0.8346 9.4794 7.0204
H 2.0894 9.6144 5.7824
H 0.7536 5.9413 7.3923
H -0.4117 5.4566 6.1561
H -0.7920 6.7850 7.2598
C -7.2675 -1.7487 -1.9658
Si -7.2224 -1.4448 -3.8114
C -5.4399 -1.2991 -4.3641
C -8.0202 -2.8810 -4.6895
O -8.0419 -0.0667 -4.1801
Si -8.0265 1.5504 -3.8656
C -9.4264 2.3541 -4.7957
C -6.4036 2.2955 -4.4208
C -8.2475 1.8476 -2.0324
H -6.7240 -0.9752 -1.4193
H -6.8103 -2.7123 -1.7286
H -8.2948 -1.7631 -1.5964
H -5.3771 -1.0410 -5.4231
H -4.9174 -2.2472 -4.2170
H -4.9066 -0.5325 -3.7982
H -8.0008 -2.7449 -5.7724
H -9.0601 -3.0072 -4.3831
H -7.4847 -3.8045 -4.4561
H -9.3243 2.2084 -5.8727
H -9.4318 3.4281 -4.5980
H -10.3924 1.9483 -4.4897
H -5.5658 1.9106 -3.8356
H -6.4252 3.3807 -4.3006
H -6.2094 2.0751 -5.4725
H -7.3974 1.4685 -1.4615
H -9.1493 1.3564 -1.6614
H -8.3362 2.9173 -1.8313
*
```

No. 2
This record from the OMol25 dataset describes a molecular structure, C28H47MnN4O9PS2SbSeSi3. The level of theory is wB97M-V/def2-TZVPD.

Computed properties:
HOMO energy (spin up / spin down) (eV): -7.4 / -5.9
Orbital gap (spin up / spin down) (eV): 6.966 / 5.478
Energy (a.u.): -7790.30764

```
! RIJCOSX wB97M-V def2-TZVPD def2/J DEFGRID3
* xyz 0 3
Mn 0.3764 0.2401 0.3496
C 3.0963 3.8999 2.4552
C 1.6433 3.7741 2.0787
O 1.3007 2.3806 2.1541
P -0.1951 1.8035 2.0802
S -0.3989 0.1419 3.1157
S -0.8197 2.2881 0.0537
O -0.9459 3.0167 2.8470
C -2.1010 2.9001 3.6898
C -2.0182 3.9925 4.7251
H 3.4094 4.9476 2.4131
H 3.7147 3.3191 1.7645
H 3.2598 3.5220 3.4662
H 1.4787 4.1152 1.0551
H 1.0001 4.3423 2.7482
H -2.1170 1.9160 4.1430
H -2.9912 3.0144 3.0764
H -1.1536 3.8436 5.3741
H -2.9215 3.9815 5.3408
H -1.9368 4.9737 4.2499
O -2.8478 -2.2465 0.4183
C -1.5942 -1.8763 0.3633
O -1.3331 -0.7174 0.1915
C -0.5928 -2.9425 0.4995
C -1.0385 -4.2397 0.3608
C -0.1744 -5.2937 0.4883
C 1.1365 -5.0800 0.8546
C 1.6070 -3.8077 1.0146
C 0.8113 -2.6336 0.7008
O 1.2693 -1.4724 0.6189
N 2.9782 -3.7211 1.5556
O 3.4068 -2.6280 1.8506
O 3.6142 -4.7468 1.6880
N -0.6574 -6.6694 0.2640
O -1.8243 -6.8166 -0.0502
O 0.1389 -7.5741 0.4080
H -2.0757 -4.4353 0.1437
H 1.7922 -5.9160 1.0428
C -3.1776 5.3634 0.7361
Si -3.7902 4.1895 -0.5587
C -3.0796 4.6830 -2.1944
C -5.6710 4.2396 -0.6165
Sb -3.2629 1.7838 0.1770
Si -3.2742 0.7788 -2.1771
C -1.7820 1.3467 -3.1010
C -4.8610 1.3316 -2.9802
C -3.2660 -1.0690 -2.2634
Si -4.1212 -2.5087 1.5350
C -4.1147 -1.2560 2.8605
C -5.6027 -2.3904 0.4572
C -3.9086 -4.1947 2.2418
H -3.1207 6.3782 0.3217
H -2.1789 5.0832 1.0963
H -3.8574 5.3778 1.5955
H -3.2135 5.7602 -2.3534
H -3.5616 4.1488 -3.0194
H -2.0079 4.4638 -2.2232
H -6.0395 4.9698 -1.3530
H -6.0677 4.5251 0.3668
H -6.1004 3.2655 -0.8771
H -1.7717 2.4250 -3.2751
H -1.7430 0.8327 -4.0703
H -0.8767 1.0876 -2.5418
H -5.0518 2.4060 -2.8814
H -5.7101 0.7921 -2.5393
H -4.8277 1.0875 -4.0525
H -2.2962 -1.4887 -1.9743
H -3.4580 -1.3325 -3.3098
H -4.0399 -1.5304 -1.6392
H -4.5230 -0.3071 2.5160
H -3.0990 -1.0626 3.2209
H -4.7175 -1.6212 3.7012
H -5.7119 -1.3647 0.0881
H -6.5195 -2.6611 0.9986
H -5.5089 -3.0614 -0.4070
H -2.9735 -4.2709 2.8102
H -3.9006 -4.9703 1.4654
H -4.7367 -4.4143 2.9269
C 5.1049 2.3981 -2.0719
N 5.0297 1.3036 -1.1157
C 3.8935 0.8042 -0.5846
Se 2.1841 1.4215 -0.9376
N 4.2538 -0.1702 0.2631
C 5.6578 -0.3051 0.2950
C 6.5174 -1.1397 0.9979
C 7.8778 -0.9744 0.7731
C 8.3624 -0.0163 -0.1210
C 7.4985 0.8107 -0.8224
C 6.1431 0.6403 -0.5893
H 4.0965 2.6893 -2.3436
H 5.6418 2.0752 -2.9631
H 5.6195 3.2485 -1.6269
H 3.5867 -0.7245 0.7802
H 6.1353 -1.8875 1.6758
H 8.5823 -1.6012 1.3069
H 9.4316 0.0838 -0.2682
H 7.8685 1.5500 -1.5230
*
```

No. 3
This record from the OMol25 dataset describes a molecular structure, C34H24F5IrN2P2S3. The level of theory is wB97M-V/def2-TZVPD.

Computed properties:
HOMO energy (eV): -7.1
Orbital gap (eV): 7.453
Energy (a.u.): -3900.52435

```
! RIJCOSX wB97M-V def2-TZVPD def2/J DEFGRID3
* xyz 0 1
Ir -0.5170 -0.1461 -0.0787
S -0.0736 -0.2027 2.3331
P 1.8508 -0.2471 1.6343
C 1.5170 -0.1919 -0.0069
P 2.0007 -0.3086 -1.6019
S 0.1474 -0.2265 -2.4944
C 2.8613 -1.8212 -2.1233
C 2.9262 -2.9069 -1.2585
C 3.4915 -4.1018 -1.6833
C 3.9786 -4.2168 -2.9756
C 3.9090 -3.1347 -3.8471
C 3.3561 -1.9395 -3.4223
C 3.0838 1.0315 -2.1592
C 4.4691 0.8878 -2.1353
C 5.2847 1.9808 -2.3911
C 4.7182 3.2150 -2.6742
C 3.3372 3.3608 -2.6990
C 2.5182 2.2738 -2.4403
C 2.7780 -1.7118 2.1773
C 4.1530 -1.7459 1.9460
C 4.8701 -2.9068 2.1815
C 4.2201 -4.0368 2.6634
C 2.8566 -3.9995 2.9145
C 2.1355 -2.8392 2.6719
C 2.8373 1.1140 2.2985
C 3.2293 2.1483 1.4588
C 3.9581 3.2141 1.9699
C 4.2793 3.2491 3.3172
C 3.8784 2.2192 4.1610
C 3.1613 1.1506 3.6534
H 2.5325 -2.8130 -0.2522
H 3.5510 -4.9388 -0.9992
H 4.4183 -5.1483 -3.3078
H 4.2903 -3.2250 -4.8555
H 3.3058 -1.0952 -4.0992
H 4.9120 -0.0753 -1.9130
H 6.3606 1.8681 -2.3708
H 5.3548 4.0666 -2.8767
H 2.8963 4.3245 -2.9172
H 1.4399 2.3837 -2.4394
H 4.6620 -0.8620 1.5777
H 5.9357 -2.9308 1.9949
H 4.7807 -4.9430 2.8521
H 2.3527 -4.8745 3.3043
H 1.0710 -2.7990 2.8623
H 2.9483 2.1216 0.4127
H 4.2639 4.0194 1.3153
H 4.8411 4.0833 3.7170
H 4.1262 2.2534 5.2135
H 2.8518 0.3439 4.3079
F -6.2419 3.5255 0.3095
C -4.9514 3.2011 0.2154
C -4.5607 1.8760 0.1659
F -5.4736 0.9037 0.2098
C -3.2161 1.5682 0.0713
F -2.9107 0.2343 0.0255
C -2.2050 2.5166 0.0230
S -0.4910 2.1798 -0.1053
C -2.6434 3.8433 0.0772
F -1.7453 4.8316 0.0336
C -3.9771 4.1880 0.1689
F -4.3380 5.4706 0.2174
N -0.2889 -3.0204 -1.1353
C -0.2110 -4.3205 -0.8325
C -0.5865 -4.4524 0.4874
C -0.8705 -3.1494 0.9084
N -0.6952 -2.2889 -0.0892
H -0.0532 -2.5207 -1.9898
H 0.0929 -5.0464 -1.5659
H -0.6527 -5.3587 1.0608
H -1.2053 -2.7891 1.8651
*
```